C18H39INbO15S | ωB97M-V/def2-TZVPD

Atoms and positions in Å:
C  1.90  2.31  -2.79
S  0.62  1.35  -1.98
O  -0.64  2.02  -2.31
O  0.95  1.34  -0.55
Nb  0.46  -1.11  -2.70
I  0.20  -3.83  -3.36
C  2.06  -0.85  -4.32
C  2.83  -2.05  -4.70
O  3.03  -2.42  -5.84
C  -1.40  -0.73  -3.93
C  -2.72  -0.29  -3.30
O  -3.29  0.87  -3.93
C  1.78  -1.68  -0.95
O  1.95  -3.05  -0.60
O  0.86  -3.39  0.27
H  2.23  1.85  -3.72
H  1.44  3.27  -3.03
H  2.71  2.47  -2.08
H  -0.81  -1.38  -1.41
H  2.82  -0.18  -3.87
H  1.67  -0.39  -5.23
H  3.24  -2.64  -3.87
H  -1.58  -1.66  -4.48
H  -1.06  0.03  -4.65
H  -2.61  -0.02  -2.26
H  -3.44  -1.12  -3.35
H  -3.50  0.63  -4.84
H  2.78  -1.33  -1.26
H  1.50  -1.12  -0.05
H  0.09  -3.31  -0.33
C  -1.47  4.70  -0.28
C  0.00  4.79  -0.63
O  0.49  6.15  -0.59
C  0.73  6.63  0.62
O  0.63  6.06  1.67
O  1.14  7.91  0.48
C  1.39  8.57  1.72
H  -2.06  5.35  -0.92
H  -1.80  3.67  -0.42
H  -1.64  4.99  0.76
H  0.15  4.47  -1.66
H  0.60  4.15  0.01
H  2.10  8.00  2.33
H  0.47  8.71  2.27
H  1.82  9.53  1.45
C  -4.53  -6.94  0.83
C  -3.05  -6.86  0.52
O  -2.58  -5.51  0.45
C  -2.38  -4.90  1.62
O  -2.55  -5.40  2.71
O  -1.97  -3.67  1.37
C  -1.74  -2.85  2.53
H  -5.09  -6.35  0.11
H  -4.86  -7.97  0.79
H  -4.73  -6.54  1.83
H  -2.84  -7.28  -0.47
H  -2.46  -7.41  1.25
H  -1.07  -3.35  3.22
H  -2.69  -2.63  3.02
H  -1.29  -1.94  2.16
C  1.31  2.22  2.75
C  2.55  1.37  2.62
O  2.83  0.61  3.82
C  2.05  -0.45  4.02
O  1.17  -0.84  3.31
O  2.43  -1.03  5.17
C  1.65  -2.17  5.52
H  1.36  2.89  3.61
H  1.19  2.82  1.85
H  0.43  1.59  2.86
H  3.44  1.98  2.48
H  2.46  0.68  1.78
H  1.63  -2.89  4.71
H  0.63  -1.87  5.77
H  2.13  -2.60  6.40

## Properties
Net charge: -1
LUMO (eV): 1.159
Orbital gap (eV): 6.76
Calculated total energy (hartree): -2590.57091
Spin multiplicity: 1